1.
C4H12NO2 | wB97M-V/def2-TZVPD

Geometry (Å):
C1 -0.9710 0.1816 0.7528
O1 -1.2796 -1.0260 0.1000
C2 -0.1641 1.0535 -0.2972
C3 1.3390 1.1382 -0.3372
C4 2.1499 -0.1988 -0.5922
N1 1.4240 -1.2929 -1.2717
H1 -0.2680 0.1290 1.5899
H2 -1.8061 0.8066 1.0499
H3 -0.7933 1.8485 -0.1554
H4 -0.3683 0.7334 -1.3056
H5 1.5599 1.3614 0.7831
H6 1.6102 1.9145 -0.9950
H7 2.8652 0.1273 -1.2920
H8 2.4335 -0.5316 0.3969
H9 0.5149 -1.4385 -0.7410
H10 1.1687 -0.9367 -2.1524
H11 -2.5305 -1.5784 0.9739
H12 -3.5708 -0.6703 1.7940
O2 -3.3136 -1.6208 1.6992

## Properties
Energy relative to the best compared isomer or geometry (same formula, charge and spin)   155.1 kJ/mol
HOMO   -3.297 eV
E   -364.79643 a.u.
Net charge   -1
Kohn-Sham gap   7.30 eV

2.
C4H12NO2 | wB97M-V/def2-TZVPD

Geometry (Å):
C1 -2.4204 0.6868 0.6637
N1 -2.2084 -0.2887 -0.4008
C2 -0.9466 -0.7305 -0.3652
C3 0.2066 0.0715 -1.0088
C4 1.5130 -0.7409 -1.1815
O1 2.3043 -0.6872 -0.0712
H1 -2.3574 0.2356 1.6711
H2 -1.7137 1.5245 0.7254
H3 -3.4458 1.0270 0.5017
H4 -0.6790 -0.7369 0.9365
H5 -0.1384 -0.7666 1.5721
H6 -0.9696 -1.7458 -0.7990
H7 0.4527 0.8350 -0.2660
H8 -0.2120 0.4018 -1.9566
H9 1.9552 -0.3682 -2.1296
H10 1.2054 -1.7828 -1.4101
H11 2.2638 0.3489 0.5152
H12 2.7829 1.2743 1.9350
O2 2.4072 1.4423 1.0681

## Properties
Energy relative to the best compared isomer or geometry (same formula, charge and spin)   445.5 kJ/mol
HOMO   -4.061 eV
E   -364.68583 a.u.
Net charge   -1
Kohn-Sham gap   7.56 eV

3.
C4H12NO2 | wB97M-V/def2-TZVPD

Geometry (Å):
C1 1.4717 0.0183 1.4866
O1 0.9441 0.1924 2.7271
C2 0.3171 -0.3604 0.3780
C3 0.9011 0.5787 -0.8711
C4 0.6946 -0.1966 -2.2138
N1 -0.8097 0.2989 0.9247
H1 2.1995 -0.8915 1.6206
H2 2.1194 0.8496 1.2025
H3 0.0756 -1.4370 0.2513
H4 1.9818 0.7525 -0.6325
H5 0.4220 1.5432 -0.9269
H6 -0.3425 -0.1743 -2.3787
H7 1.3802 0.0393 -3.1014
H8 0.7686 -1.2586 -1.9623
H9 -0.6824 1.2228 1.1938
H10 -0.9031 -0.1663 1.8202
H11 -3.0461 -0.2850 0.7717
H12 -3.6069 -0.3062 -0.5844
O2 -3.8849 -0.4198 0.2945

## Properties
Energy relative to the best compared isomer or geometry (same formula, charge and spin)   200.8 kJ/mol
<S²>   0.751
HOMO (alpha / beta)   4.105 / 0.145 eV
E   -364.62472 a.u.
2S+1   2
Net charge   -2
Kohn-Sham gap (alpha / beta)   2.70 / 6.66 eV

4.
C4H12NO2 | wB97M-V/def2-TZVPD

Geometry (Å):
C1 -0.8460 1.1269 0.0096
O1 -0.8758 -0.0729 0.7549
C2 0.2589 1.4516 -1.0351
C3 1.6937 0.8362 -0.6638
C4 1.9786 -0.3495 0.2018
N1 1.3894 -1.5205 -0.5255
H1 -0.5895 1.9204 0.6453
H2 -1.8634 1.4405 -0.4888
H3 0.2503 2.6131 -1.2112
H4 -0.0467 0.8957 -1.9358
H5 2.0788 1.7457 -0.0205
H6 2.0829 0.8155 -1.6614
H7 3.0698 -0.4660 0.1848
H8 1.2526 -0.2527 1.1132
H9 0.3800 -1.2776 -0.5492
H10 1.6620 -1.4574 -1.5511
H11 -2.1201 -0.7917 0.9308
H12 -3.1566 -1.1688 2.0514
O2 -3.0288 -1.3976 1.1322

## Properties
Energy relative to the best compared isomer or geometry (same formula, charge and spin)   187.6 kJ/mol
<S²>   0.751
HOMO (alpha / beta)   4.282 / -0.646 eV
E   -364.62975 a.u.
2S+1   2
Net charge   -2
Kohn-Sham gap (alpha / beta)   2.39 / 7.22 eV

5.
C4H12NO2 | wB97M-V/def2-TZVPD

Geometry (Å):
C1 1.2570 0.3391 1.1482
C2 0.8191 -1.3472 -1.6538
C3 0.0725 -0.1850 0.4732
C4 -1.6426 1.0808 0.8308
N1 0.1953 -0.1546 -1.0050
O1 -2.7445 0.3568 1.1612
O2 -1.8730 1.6911 -0.3427
H1 1.1666 0.1126 2.2102
H2 1.3995 1.4853 0.9711
H3 2.0280 -0.1766 0.6307
H4 1.8450 -1.4911 -1.1677
H5 0.2061 -2.2973 -1.5411
H6 0.8984 -1.0944 -2.6246
H7 -0.0931 -1.3146 0.7098
H8 -1.1642 1.5449 1.7242
H9 0.8005 0.7313 -1.1659
H10 -0.6505 0.2569 -1.4486
H11 -2.6040 -0.2825 1.8793
H12 -2.7834 1.6905 -0.4666

## Properties
Energy relative to the best compared isomer or geometry (same formula, charge and spin)   365.7 kJ/mol
HOMO   -12.990 eV
E   -364.49596 a.u.
Net charge   +1
Kohn-Sham gap   10.03 eV

6.
C4H12NO2 | wB97M-V/def2-TZVPD

Geometry (Å):
C1 -1.9146 -1.1894 0.1670
C2 1.6446 -0.7939 -0.1179
C3 0.7932 0.2058 -0.8571
C4 -1.7677 0.2168 -0.1102
N1 1.0305 1.6497 -0.3627
O1 1.9896 -0.4238 1.2221
O2 -1.7813 1.2111 0.7556
H1 -3.0056 -1.3611 0.1735
H2 -1.3935 -1.2261 1.0914
H3 -1.5288 -1.9472 -0.6611
H4 2.6430 -0.9246 -0.7600
H5 1.1935 -1.7969 -0.3052
H6 0.4910 0.1998 -1.9122
H7 -1.9341 0.5724 -1.1138
H8 0.1711 2.0118 0.0431
H9 1.1809 2.3214 -1.0715
H10 1.8039 1.4564 0.2333
H11 2.1030 -1.0991 1.8625
H12 -1.7188 0.9168 1.7231

## Properties
Energy relative to the best compared isomer or geometry (same formula, charge and spin)   518.4 kJ/mol
HOMO (alpha / beta)   -11.149 / -11.739 eV
E   -364.43776 a.u.
Net charge   +1
Kohn-Sham gap (alpha / beta)   7.37 / 8.48 eV